A molecular structure, C33H33FeN2O4 in a non-equilibrium geometry, computed with ωB97M-V/def2-TZVPD.

XYZ file:
```
73
Properties=species:S:1:pos:R:3
Fe -4.43 1.07 -4.00
O -7.12 0.46 -3.05
O 2.58 -0.85 -1.38
O -5.87 2.44 -6.12
O -4.98 -0.96 -5.99
N 1.43 -0.90 1.90
N 1.61 -2.32 0.15
C 1.41 -3.43 -0.75
C -5.25 2.01 -5.24
C -2.48 0.91 2.32
C 2.03 -4.58 2.31
C -3.91 2.79 1.76
C 5.42 2.88 0.66
C 2.28 -1.17 -0.23
C -1.74 0.59 -4.09
C 4.66 0.81 1.66
C -4.52 -0.27 -5.19
C 0.10 -3.06 2.01
C -5.99 0.67 -3.24
C -3.04 2.67 -3.62
C 0.20 -0.27 2.00
C 3.85 -0.46 1.61
C -3.05 3.14 0.71
C -1.89 2.41 0.50
C 1.38 -2.35 1.57
C 2.44 -0.31 1.02
C -3.73 2.28 -2.49
C 6.14 3.19 1.82
C 2.53 -3.14 2.25
C 5.41 1.10 2.81
C -3.62 1.68 2.56
C 0.49 -4.53 2.18
C 4.69 1.69 0.58
C -1.45 0.22 -2.78
C 6.14 2.29 2.90
C -2.34 0.33 -1.74
C -1.59 1.27 1.28
C -3.63 0.94 -1.96
C -0.37 0.52 1.04
C -2.55 1.66 -4.51
H -0.71 -2.88 1.29
H -2.52 1.91 -5.58
H 0.17 0.72 0.12
H 1.65 -3.09 -1.76
H -0.30 -0.48 2.95
H 5.40 0.38 3.63
H -1.17 0.09 -4.89
H 6.69 4.13 1.90
H 3.48 -3.05 1.71
H -4.37 3.00 -1.95
H -3.29 3.98 0.05
H 3.75 -0.85 2.63
H 6.70 2.51 3.81
H 2.34 -5.06 3.25
H -4.80 3.39 1.96
H 0.02 -4.96 3.08
H -3.12 3.69 -3.99
H -4.29 1.39 3.38
H 4.38 -1.22 1.00
H 5.42 3.58 -0.18
H -0.20 -2.64 2.98
H -2.28 0.01 2.91
H 2.05 -4.29 -0.50
H -0.48 -0.24 -2.56
H 2.67 -2.72 3.26
H -2.14 -0.17 -0.78
H 0.15 -5.12 1.33
H 4.13 1.45 -0.34
H 2.46 -5.17 1.49
H 2.19 0.74 0.81
H -1.21 2.67 -0.32
H 0.36 -3.76 -0.72
H -4.37 0.67 -1.19
```

Computed properties:
**Spin multiplicity**: 5
**Maximum force**: 0.09851 Eh/bohr
**Energy relative to the best compared isomer or geometry (same formula, charge and spin)**: 2.7 kcal/mol
**Frontier orbital gap (alpha / beta)**: 4.46 / 4.18 eV
**Charge**: +1
**Highest occupied orbital energy (alpha / beta)**: -8.092 / -11.019 eV
**DFT total energy**: -2951.02903 Eh

Atomic partial charges in e from the Löwdin method, atoms 1 to 4:
1 Fe 0.10
2 O 0.15
3 O 0.09
4 O 0.15


A molecular structure, C35H73BrIN3NbO12P2S6 in a non-equilibrium geometry, computed with ωB97M-V/def2-TZVPD.

XYZ file:
```
134
Properties=species:S:1:pos:R:3
I -6.13 -0.75 3.18
Nb -0.98 -1.66 1.32
Br 1.60 -2.05 0.73
S 6.93 0.75 0.82
S -8.67 -3.47 -8.88
S -2.51 -0.41 -6.73
S 0.28 -5.39 0.00
S 2.02 1.58 6.04
S 4.24 4.39 4.70
P -0.24 -1.16 3.77
P -0.59 0.82 0.88
O 8.14 0.12 0.32
O 4.67 3.92 6.00
O 3.25 0.91 5.67
O 1.07 -6.24 2.49
O -9.69 -2.75 -9.62
O 2.87 4.36 4.27
O -3.89 -0.45 -7.17
O 6.71 2.18 0.70
O 1.06 2.03 5.06
O -8.41 -4.88 -9.10
O -2.11 -0.90 -5.43
O 0.42 0.69 -2.24
N -1.12 -1.96 4.88
N 3.31 -5.49 2.64
N 2.89 -5.10 1.39
C 5.27 3.61 3.45
C 1.54 -5.54 1.32
C -4.21 -1.40 0.68
C 1.18 0.57 7.25
C -8.93 -3.18 -7.13
C -7.71 -2.39 -6.65
C -0.49 1.04 -7.53
C -0.16 -0.57 -2.64
C 5.40 -0.57 2.54
C -0.65 -0.05 -8.59
C 0.23 1.72 -3.23
C 5.25 -1.22 1.17
C -1.19 -3.83 2.00
C 6.26 5.84 3.86
C -1.55 -0.92 -1.87
C 6.69 0.26 2.52
C 5.52 -0.11 0.15
C 1.91 2.12 0.76
C 1.73 1.04 8.58
C -1.47 -1.18 -7.97
C 2.22 -6.15 3.31
C -3.15 -1.29 1.88
C -7.17 -1.59 -7.84
C -5.52 -0.50 1.11
C 0.84 1.55 1.86
C -2.07 3.04 -0.14
C 6.08 4.73 2.81
C 1.78 2.57 8.50
C -2.17 1.85 0.99
C -1.88 1.24 -6.93
C -1.44 -2.16 -0.85
C 2.41 2.93 7.15
C 4.88 6.04 4.47
C -7.14 -2.57 -9.01
C -1.35 -4.92 0.84
H -6.19 -1.17 -7.64
H -3.44 -2.10 2.65
H 5.91 2.89 3.95
H -5.33 0.59 0.80
H -2.35 2.37 1.99
H 1.11 0.70 9.42
H -2.10 -1.67 -8.71
H -7.97 -1.74 -5.81
H 4.63 3.11 2.73
H -2.24 -1.30 -2.73
H 4.91 6.57 5.43
H 4.26 -1.65 1.03
H 1.99 3.85 6.75
H -1.68 -5.90 1.35
H -3.19 -0.30 2.46
H -2.16 -4.70 0.06
H -6.94 -3.08 -6.30
H -2.42 -2.77 -0.97
H -0.33 -4.10 2.73
H 2.35 3.00 9.32
H -0.39 -0.48 -3.77
H -0.87 2.00 -3.41
H 0.48 2.48 2.45
H -1.84 -2.51 4.39
H -1.18 0.36 -9.46
H -9.85 -2.60 -7.02
H -7.07 -2.08 -9.98
H 2.38 -6.52 4.37
H -3.07 1.21 0.65
H -0.33 0.25 4.05
H 1.44 2.87 0.04
H -1.86 1.75 -5.97
H 5.54 5.13 1.94
H 5.99 -2.02 1.05
H 7.04 4.36 2.45
H 2.74 0.64 8.73
H 2.24 1.19 0.16
H 3.49 3.01 7.22
H 1.36 -0.48 7.05
H -0.59 -2.84 -1.25
H -4.59 -2.47 0.63
H -2.08 0.00 -1.46
H 0.32 -0.42 -8.94
H 0.21 0.70 -6.75
H 4.21 6.56 3.78
H 0.11 0.78 7.17
H -2.14 -3.88 2.65
H -9.02 -4.13 -6.62
H 2.85 2.51 1.30
H 0.61 -1.41 -2.53
H -1.01 3.14 -0.55
H 7.55 -0.33 2.83
H 1.14 -1.58 3.88
H -0.84 -1.91 -7.47
H -6.38 -0.86 0.42
H 4.54 0.08 2.73
H 0.80 1.51 -4.21
H -2.73 2.79 -1.06
H 0.72 2.68 -2.79
H 5.43 -1.32 3.34
H -2.53 1.77 -7.63
H 5.75 -0.49 -0.84
H 4.69 0.59 0.11
H -2.41 4.05 0.30
H -0.10 1.97 -7.95
H 1.43 0.82 2.50
H 6.60 1.15 3.14
H -3.87 -0.96 -0.31
H -7.85 -0.77 -8.07
H 0.77 2.97 8.55
H 6.64 6.76 3.41
H -6.32 -3.29 -8.89
H 6.96 5.51 4.62
```

Computed properties:
**Spin multiplicity**: 1
**Maximum force**: 0.11530 Eh/bohr
**Energy relative to the best compared isomer or geometry (same formula, charge and spin)**: 108.9 kcal/mol
**Frontier orbital gap**: 5.77 eV
**Charge**: -1
**Highest occupied orbital energy**: -4.180 eV
**DFT total energy**: -8444.71883 Eh

Atomic partial charges in e from the Löwdin method, atoms 1 to 4:
1 I 0.70
2 Nb 1.14
3 Br 0.06
4 S 0.67


2 unconnected molecules or ions with the total composition C4H6N2O3S in a non-equilibrium geometry, computed with ωB97M-V/def2-TZVPD.

XYZ file:
```
16
Properties=species:S:1:pos:R:3
S 9.33 5.74 2.25
O -2.57 0.11 -2.96
O -1.62 -3.03 0.71
O -0.85 1.32 -0.97
N -2.19 -0.33 -1.76
N -1.59 -2.05 -0.20
C -1.25 0.04 -0.91
C -0.95 -0.86 0.05
C -0.11 -0.76 1.29
C -2.41 -2.02 -1.26
H -0.80 -0.98 2.23
H 8.10 5.21 2.45
H -1.41 1.70 -1.67
H 0.37 0.20 1.33
H 0.61 -1.54 1.40
H -2.68 -2.75 -1.97
```

Computed properties:
**Spin multiplicity**: 1
**Maximum force**: 0.13488 Eh/bohr
**Frontier orbital gap**: 6.25 eV
**Charge**: -2
**Highest occupied orbital energy**: -1.205 eV
**DFT total energy**: -889.27776 Eh

Atomic partial charges in e from the Löwdin method, atoms 1 to 4:
1 S -0.49
2 O -0.26
3 O -0.20
4 O 0.08


A molecular structure, C12H28FGaN3O5S in a non-equilibrium geometry, computed with ωB97M-V/def2-TZVPD.

XYZ file:
```
51
Properties=species:S:1:pos:R:3
Ga 0.73 0.58 1.57
S 2.70 0.41 2.88
F 3.62 -0.82 2.29
O 9.70 0.96 4.37
O 2.45 0.12 4.27
O -2.77 1.24 -2.81
O -5.40 -1.80 -2.88
O 3.51 1.59 2.67
N 7.81 0.57 3.23
N -1.49 0.44 -1.08
N -5.77 -1.67 -5.08
C -1.57 -1.95 -0.41
C -0.41 -1.09 1.75
C -1.44 -0.96 -1.55
C -5.99 -1.01 -6.35
C -5.58 -1.10 -3.86
C -0.38 -2.07 0.56
C 6.37 0.55 3.00
C 7.65 1.55 5.46
C -5.60 0.40 -3.79
C -3.22 2.12 -0.62
C 8.48 1.00 4.32
C -2.50 1.23 -1.62
H -0.45 -3.08 0.97
H -1.64 0.44 -0.07
H 6.98 0.78 5.84
H -2.54 2.90 -0.29
H -5.20 -1.28 -7.06
H 5.83 0.95 3.85
H -1.71 -2.92 -0.88
H 1.21 0.89 0.09
H -2.23 -1.12 -2.28
H 8.41 0.22 2.50
H -1.45 -0.75 1.87
H -0.50 -1.14 -2.07
H -0.17 -1.62 2.67
H 8.33 1.85 6.25
H -2.49 -1.75 0.14
H -3.48 1.53 0.25
H 6.12 1.15 2.13
H -6.95 -1.32 -6.78
H -4.81 0.83 -4.40
H 7.07 2.41 5.14
H -5.43 0.70 -2.76
H -6.57 0.79 -4.11
H 6.03 -0.47 2.83
H -4.12 2.53 -1.07
H 0.56 -2.02 0.01
H -5.99 0.06 -6.23
H -5.74 -2.68 -5.06
H -0.02 1.85 2.20
```

Computed properties:
**Spin multiplicity**: 1
**Maximum force**: 0.03174 Eh/bohr
**Frontier orbital gap**: 8.31 eV
**Charge**: -1
**Highest occupied orbital energy**: -6.034 eV
**DFT total energy**: -3437.44160 Eh

Atomic partial charges in e from the Löwdin method, atoms 1 to 4:
1 Ga 0.33
2 S 0.48
3 F -0.30
4 O 0.00


2 unconnected molecules or ions with the total composition C3H11NOS in a non-equilibrium geometry, computed with ωB97M-V/def2-TZVPD.

XYZ file:
```
17
Properties=species:S:1:pos:R:3
S 1.98 -0.31 0.73
O -3.11 1.59 0.50
N -2.39 1.14 -1.78
C -2.95 0.64 -0.53
C 2.03 -1.99 1.52
C 2.47 -0.72 -0.98
H 3.04 -2.15 1.89
H 1.98 -0.04 -1.67
H 1.29 -1.92 2.31
H -2.75 2.04 -2.05
H 1.78 -2.76 0.80
H 3.55 -0.61 -1.09
H -2.23 -0.12 -0.22
H -2.68 2.39 0.21
H -3.89 0.17 -0.80
H -1.40 1.07 -1.82
H 2.23 -1.75 -1.23
```

Computed properties:
**Structure (SMILES)**: CSC.NCO
**Spin multiplicity**: 1
**Maximum force**: 0.02956 Eh/bohr
**Energy relative to the best compared isomer or geometry (same formula, charge and spin)**: 21.4 kcal/mol
**Frontier orbital gap**: 9.38 eV
**Highest occupied orbital energy**: -8.594 eV
**DFT total energy**: -649.04789 Eh

Atomic partial charges in e from the Löwdin method, atoms 1 to 4:
1 S 0.70
2 O -0.06
3 N 0.02
4 C -0.35